No. 1
A 2-piece molecular cluster, C8H12N4O3 overall at a distorted geometry, computed with wB97M-V/def2-TZVPD.

Element x y z (Å)
N: -1.9255 1.8135 0.4596
C: -2.7299 1.0602 0.1593
C: -3.7623 0.3669 -0.3915
N: -4.1367 -0.8522 -0.1708
O: -5.0387 -1.5190 -0.5616
O: -3.4027 -1.5271 0.8157
H: -4.2393 0.8906 -1.1687
H: -2.4251 -1.1250 0.9932
C: 2.8170 -2.4829 0.9226
N: 2.7334 -1.7430 -0.0711
C: 1.5830 -1.6489 -0.8871
C: 0.4402 -1.0567 -0.4930
C: 0.0719 -0.2534 0.6599
O: -0.9911 -0.4608 1.3216
N: 0.7484 0.9265 0.9538
C: 1.8455 1.4514 0.2122
C: 1.5329 2.4694 -0.8728
H: 2.1016 -3.2267 1.3718
H: 3.7299 -2.2254 1.4131
H: 1.7607 -1.9847 -1.8879
H: -0.2654 -1.0422 -1.2866
H: 0.1805 1.4117 1.6395
H: 2.3346 0.6415 -0.3354
H: 2.4756 1.8942 0.9241
H: 1.2933 3.4767 -0.5628
H: 2.5033 2.5599 -1.4415
H: 0.7647 2.1859 -1.7155

The highest occupied orbital energy is -9.24 eV. The calculation puts the energy relative to the best compared isomer or geometry (same formula, charge and spin) at 703.96 kJ/mol. For the LUMO energy, the calculation gives 0.3569 eV. Its structure (SMILES) is N#C/C=[N+](/[O-])O.C=N/C=C\C(=O)NCC. As for the net charge: 0. The value obtained for the molar mass is 212.209 g mol⁻¹.

Here are the natural (NBO) charges for atoms 1 to 8, given in e:
1. N -0.336
2. C 0.252
3. C -0.275
4. N 0.469
5. O -0.365
6. O -0.578
7. H 0.241
8. H 0.520


No. 2
A 2-piece molecular cluster, CHNO2 overall at a distorted geometry, computed with wB97M-V/def2-TZVPD.

Element x y z (Å)
C: -1.8448 -0.5168 -1.0552
N: 1.2369 0.7721 0.1211
O: -2.2509 -0.8006 -0.0405
O: 0.9077 -0.3708 -0.0338
H: 1.9510 0.9161 1.0084

The highest occupied orbital energy is -9.70 eV. The calculation puts the energy relative to the best compared isomer or geometry (same formula, charge and spin) at 40.97 kJ/mol. For the LUMO energy, the calculation gives -0.4600 eV. As for the net charge: 0. The value obtained for the molar mass is 59.024 g mol⁻¹.

Table of natural (NBO) atomic charges, one value per atom, all in e:
1. C 0.508
2. N 0.017
3. O -0.511
4. O -0.239
5. H 0.225


No. 3
C26H38GeNRhSSi2 as an isolated structure, computed with wB97M-V/def2-TZVPD.

Element x y z (Å)
Rh: -0.0967 -0.9079 0.3631
C: -0.9799 1.2511 3.0903
Si: -0.5832 -0.5427 2.6065
C: -1.9853 -1.5492 3.3644
C: 0.9851 -0.7646 3.6543
C: 1.0866 -1.1004 5.0009
C: 2.3049 -1.0284 5.6644
C: 3.4417 -0.6017 4.9896
C: 3.3578 -0.2631 3.6453
C: 2.1450 -0.3502 2.9668
Si: 1.9062 -0.1607 1.1051
C: 2.6576 1.4130 0.4193
C: 2.7396 -1.6996 0.3745
H: -0.9678 1.3143 4.1827
H: -1.9431 1.6300 2.7469
H: -0.2069 1.9304 2.7176
H: -2.1684 -1.2300 4.3939
H: -1.7449 -2.6150 3.3719
H: -2.9203 -1.4250 2.8127
H: 0.2045 -1.4162 5.5496
H: 2.3720 -1.2963 6.7122
H: 4.3899 -0.5425 5.5101
H: 4.2585 0.0540 3.1264
H: 3.7279 1.4661 0.6375
H: 2.1772 2.2817 0.8744
H: 2.5320 1.4872 -0.6631
H: 3.7892 -1.6955 0.6898
H: 2.7003 -1.7482 -0.7149
H: 2.3053 -2.6177 0.7812
N: 0.5956 -0.5210 -1.8240
S: 0.6273 -1.1984 -3.2391
C: 2.1737 -0.7384 -4.0356
C: 3.1755 -0.2201 -3.2286
C: 4.4042 0.1042 -3.7920
C: 4.6230 -0.1042 -5.1432
C: 3.6148 -0.6365 -5.9387
C: 2.3857 -0.9580 -5.3899
C: -0.4856 -0.3523 -4.3848
C: -1.0951 -1.1031 -5.3746
C: -1.9725 -0.4807 -6.2540
C: -2.2382 0.8723 -6.1187
C: -1.6318 1.6133 -5.1101
C: -0.7486 0.9995 -4.2383
H: 0.8397 0.4658 -1.8791
H: 2.9971 -0.0737 -2.1695
H: 5.1867 0.5147 -3.1678
H: 5.5802 0.1466 -5.5810
H: 3.7847 -0.7983 -6.9950
H: 1.6004 -1.3594 -6.0179
H: -0.9072 -2.1677 -5.4461
H: -2.4587 -1.0582 -7.0287
H: -2.9303 1.3547 -6.7965
H: -1.8507 2.6671 -5.0016
H: -0.2837 1.5674 -3.4413
C: -2.6346 -3.0920 0.3178
Ge: -2.9653 -1.3044 -0.4368
C: -2.9894 -1.5435 -2.3793
C: -4.7569 -0.7513 0.1154
C: -1.7125 0.1817 0.0935
H: -3.0192 -3.8406 -0.3768
H: -3.1539 -3.2026 1.2687
H: -1.5735 -3.2810 0.4907
H: -3.8281 -2.1808 -2.6667
H: -2.0703 -2.0352 -2.7009
H: -3.0794 -0.5926 -2.9053
H: -5.4784 -1.5173 -0.1754
H: -5.0426 0.1916 -0.3512
H: -4.8057 -0.6267 1.1978
H: -2.2355 0.7624 0.8498
H: -1.5766 0.8350 -0.7777

The highest occupied orbital energy is -7.58 eV. For the LUMO energy, the calculation gives 0.3388 eV. As for the net charge: 0. The value obtained for the molar mass is 628.352 g mol⁻¹.

Here are the natural (NBO) charges for atoms 1 to 8, given in e:
1. Rh -0.054
2. C -1.113
3. Si 1.348
4. C -1.131
5. C -0.457
6. C -0.156
7. C -0.225
8. C -0.224


No. 4
C11H17BIrN6 as an isolated structure at a distorted geometry, computed with wB97M-V/def2-TZVPD.

Element x y z (Å)
H: 0.9218 -1.7636 2.6064
N: 0.6712 -2.0463 0.5103
B: 0.6072 -2.9193 -1.8666
N: 0.8941 -3.1177 -0.3475
C: 1.4078 -4.1156 0.3808
Ir: -0.1931 -0.4134 0.0191
H: 1.6931 -5.0219 -0.1276
C: 1.4892 -3.7293 1.7003
H: 1.8420 -4.3084 2.5290
C: 1.0277 -2.4227 1.7617
H: 0.9045 -3.8643 -2.5219
C: -0.2602 2.6813 -0.4233
H: -1.0436 3.3857 -0.0818
H: -0.7426 1.7031 -0.7661
H: 0.2073 3.1594 -1.2948
N: 1.3998 -1.6381 -2.2248
N: -0.8864 -2.4917 -1.9623
N: 1.2204 -0.4689 -1.5281
N: -1.3005 -1.3808 -1.2317
C: 2.3444 -1.4404 -3.1704
C: -1.9341 -2.9140 -2.7043
H: 2.6244 -2.2712 -3.8009
H: -1.7971 -3.7497 -3.3627
C: 2.8043 -0.1277 -3.0753
C: -3.0220 -2.1309 -2.4191
C: 2.0706 0.4555 -2.0261
C: -2.6284 -1.1805 -1.4874
H: 3.5806 0.3154 -3.6869
H: -4.0295 -2.2185 -2.8299
H: 2.1139 1.4659 -1.6502
H: -3.1782 -0.3904 -1.0270
H: 0.6198 2.5310 0.2055
C: -1.2491 -0.0111 1.5382
H: -0.6170 0.3275 2.3667
H: -1.6127 -0.9987 1.8475
H: -2.0431 0.6916 1.2589

The highest occupied orbital energy (alpha / beta) is -15.08 / -16.17 eV. The calculation puts the energy relative to the best compared isomer or geometry (same formula, charge and spin) at 0.00 kJ/mol. For the LUMO energy (alpha / beta), the calculation gives -6.4044 / -10.9321 eV. The spin multiplicity is 6. As for the net charge: +2. The value obtained for the molar mass is 436.328 g mol⁻¹.

Here are the natural (NBO) charges for atoms 1 to 8, given in e:
1. H 0.259
2. N -0.387
3. B 0.515
4. N -0.298
5. C 0.137
6. Ir 1.615
7. H 0.269
8. C -0.270


No. 5
C32H83F6N5O13PTi as an isolated structure at a distorted geometry, computed with wB97M-V/def2-TZVPD.

Element x y z (Å)
Ti: -9.7506 2.1736 16.6712
P: -11.9277 2.6363 14.5508
F: -11.6896 1.7477 13.2719
F: -11.5092 1.4473 15.6037
F: -10.3351 3.1270 14.5289
F: -12.0679 3.6189 15.8667
F: -12.2790 3.9423 13.6742
F: -13.4306 2.1987 14.6363
C: -8.9886 2.8604 11.4063
O: -8.7562 2.3460 10.1204
C: -9.3059 1.0623 10.0077
C: -8.9165 0.5003 8.6687
N: -9.3587 -0.8736 8.5484
C: -10.8032 -1.0920 8.4322
C: -11.5226 -0.4285 7.2279
O: -12.4208 0.6169 7.5027
C: -11.8468 1.8914 7.6378
H: -10.0498 2.8264 11.6873
H: -8.7552 3.9251 11.4214
H: -8.4206 2.3069 12.1664
H: -10.4031 1.1345 10.0697
H: -8.9304 0.4244 10.8146
H: -7.8184 0.4675 8.7358
H: -9.1626 1.1020 7.7879
H: -8.9045 -1.3812 7.8059
H: -11.3175 -0.8175 9.3533
H: -10.8626 -2.1709 8.2864
H: -12.1654 -1.2219 6.8197
H: -10.8365 -0.2278 6.3902
H: -11.3411 2.0885 8.5895
H: -12.6574 2.6217 7.5706
H: -11.1524 2.1104 6.8162
C: -20.6145 8.0936 14.6687
O: -19.4575 8.8840 14.7405
C: -19.4303 9.6786 15.8876
C: -18.2251 10.5747 15.8934
N: -16.9318 9.9746 15.5355
C: -16.7196 8.6001 15.9846
C: -15.5715 7.9774 15.2098
O: -15.3097 6.6751 15.6789
C: -14.1302 6.1832 15.1813
H: -20.5669 7.5054 13.7569
H: -21.5491 8.6743 14.7039
H: -20.6951 7.3991 15.5239
H: -19.4384 9.1030 16.8310
H: -20.3451 10.2917 15.9400
H: -18.1304 11.0507 16.8783
H: -18.4067 11.4327 15.2380
H: -16.8246 10.0643 14.5323
H: -17.5869 7.9284 16.0565
H: -16.4282 8.6679 17.0494
H: -14.7201 8.6525 15.3893
H: -15.8318 7.9614 14.1409
H: -13.2473 6.7266 15.5588
H: -13.9635 6.2451 14.0934
H: -14.0411 5.1313 15.4382
C: -3.9386 1.2203 15.0351
O: -4.5461 2.0483 16.0003
C: -5.8788 2.3730 15.6866
C: -6.4119 3.2308 16.8311
N: -7.7505 3.7686 16.6003
C: -7.8754 4.5104 15.3394
C: -6.7862 5.4961 15.0364
O: -6.5849 6.3452 16.1385
C: -5.3406 7.0223 16.1556
H: -3.1610 0.6400 15.5323
H: -3.5712 1.8121 14.1985
H: -4.6446 0.4395 14.7062
H: -6.4771 1.4487 15.6636
H: -6.0404 2.8347 14.7085
H: -5.6929 4.0157 17.1104
H: -6.4938 2.6327 17.7426
H: -8.0134 4.3960 17.3435
H: -8.8519 5.0004 15.3325
H: -7.9746 3.7953 14.5188
H: -7.1298 6.0685 14.1576
H: -5.8648 4.9831 14.7340
H: -4.9430 7.0030 17.1663
H: -5.4457 8.0319 15.7499
H: -4.6180 6.5121 15.5028
C: -15.5137 5.7938 7.8009
O: -14.7799 4.9546 8.6585
C: -15.4779 4.6799 9.8755
C: -14.6357 3.6833 10.6645
N: -15.4236 2.9421 11.6556
C: -15.9526 3.7803 12.7165
C: -17.2003 3.1946 13.3192
O: -16.9849 2.0233 14.0757
C: -16.7162 2.1706 15.4496
H: -14.7871 6.3479 7.2047
H: -16.0702 6.5353 8.3883
H: -16.1836 5.2339 7.1435
H: -16.4518 4.2554 9.5960
H: -15.5986 5.6302 10.4097
H: -13.8183 4.2653 11.1310
H: -14.1672 3.0244 9.9320
H: -14.7918 2.2726 12.0826
H: -16.3175 4.7433 12.3384
H: -15.2166 4.0500 13.4868
H: -17.8425 2.8287 12.5094
H: -17.8382 3.9465 13.8067
H: -16.7060 1.1647 15.8624
H: -17.3647 2.8431 16.0232
H: -15.6993 2.5825 15.5761
C: -8.9879 -0.2539 14.2637
O: -8.6754 0.4160 15.4584
C: -8.0227 -0.4462 16.3522
C: -7.8011 0.0313 17.7670
N: -8.9242 0.7053 18.4364
C: -9.9712 -0.2669 18.8959
C: -11.2443 0.4256 19.3215
O: -11.9224 0.9487 18.2133
C: -13.1021 1.6298 18.5751
H: -9.5875 -1.1623 14.4324
H: -8.0758 -0.5906 13.7512
H: -9.5761 0.3949 13.6202
H: -7.0701 -0.8078 15.9347
H: -8.6069 -1.3830 16.3949
H: -6.9189 0.6674 17.8137
H: -7.5604 -0.8726 18.3507
H: -8.5440 1.0405 19.3198
H: -9.5808 -0.8263 19.7548
H: -10.2027 -0.9454 18.0723
H: -11.0012 1.2277 20.0383
H: -11.8689 -0.3289 19.8260
H: -12.8972 2.5933 19.0462
H: -13.6739 0.9901 19.2620
H: -13.7057 1.7465 17.6793
C: -13.8537 -2.4347 15.5395
C: -13.0598 -1.1875 15.6157
O: -12.6531 -0.8998 16.9472
O: -13.0036 -3.5871 15.4924
H: -14.5468 -2.4266 14.6915
H: -14.5188 -2.4505 16.4185
H: -13.7030 -0.3748 15.2331
H: -12.2122 -1.1721 14.9155
H: -12.2771 -0.0204 16.9704
H: -13.4302 -4.3514 15.8847
O: -10.1637 4.0556 17.9969
H: -11.0283 4.4370 17.7902
H: -9.6320 4.7972 18.3094

The highest occupied orbital energy (alpha / beta) is -3.74 / -8.31 eV. For the LUMO energy (alpha / beta), the calculation gives -0.0264 / -0.1784 eV. The spin multiplicity is 4. As for the net charge: 0. The value obtained for the molar mass is 938.867 g mol⁻¹.

Here are the Löwdin charges for atoms 1 to 8, given in e:
1. Ti 0.632
2. P 0.187
3. F -0.100
4. F -0.198
5. F -0.194
6. F -0.178
7. F -0.136
8. F -0.098


No. 6
C7H19O8S3V2 as an isolated structure at a distorted geometry, computed with wB97M-V/def2-TZVPD.

Element x y z (Å)
O: 1.1230 -2.1513 -5.5547
V: 1.1904 -1.4573 -4.1235
O: 1.5808 4.1098 -2.4225
V: 0.3309 3.1966 -2.4907
O: 1.9449 -0.0064 -0.2795
C: 1.4937 0.5298 -1.3567
O: 1.1008 1.7539 -1.2289
O: 1.4568 -0.1885 -2.4066
H: 1.7777 0.6069 0.4997
C: 2.2751 -1.3627 2.7832
S: 1.7842 0.2359 3.3972
O: 1.5021 1.1156 2.1905
C: 0.1667 -0.2296 4.0020
H: 3.2622 -1.3532 2.3336
H: 1.5661 -1.7819 2.0632
H: 2.1915 -2.0171 3.6555
H: 0.2458 -0.6177 5.0202
H: -0.2357 -1.0214 3.3703
H: -0.5082 0.6192 4.0623
C: 0.0341 4.0549 1.6797
S: -1.2623 4.1500 0.4513
O: -0.5045 4.1013 -0.9096
C: -1.9332 2.5072 0.6466
H: 0.4583 3.0470 1.7485
H: -0.4737 4.3203 2.6070
H: 0.8809 4.6697 1.3807
H: -2.8203 2.4135 0.0187
H: -2.2683 2.3864 1.6770
H: -1.1899 1.7617 0.3710
C: -2.2489 -3.9760 -3.2997
S: -0.7026 -3.9424 -2.3981
O: 0.2557 -3.0492 -3.2286
C: -1.1765 -2.7852 -1.1056
H: -2.0829 -4.2211 -4.3517
H: -2.6843 -2.9795 -3.2968
H: -2.8323 -4.7990 -2.8880
H: -2.0839 -3.1180 -0.6079
H: -1.2681 -1.8200 -1.6030
H: -0.3460 -2.7019 -0.4058

The highest occupied orbital energy (alpha / beta) is -16.93 / -16.93 eV. For the LUMO energy (alpha / beta), the calculation gives -12.6392 / -12.0717 eV. The spin multiplicity is 3. As for the net charge: +3. The value obtained for the molar mass is 429.310 g mol⁻¹.

Here are the natural (NBO) charges for atoms 1 to 8, given in e:
1. O -0.304
2. V 1.840
3. O -0.258
4. V 1.697
5. O -0.629
6. C 1.052
7. O -0.764
8. O -0.879